*i*
A cluster of 4 separate species, C2H11NO4 in total. Source: the Open Molecules 2025 dataset; level of theory: wB97M-V/def2-TZVPD.

Geometry (Å):
N (2.27248, -1.14139, 1.38242)
C (2.83506, -0.09354, 0.61554)
C (1.86020, 1.15784, 0.45971)
O (0.97229, 1.46978, 1.27180)
H (1.38168, -1.30438, 1.09925)
H (2.12794, -0.70828, 2.39450)
H (3.35162, -0.34769, -0.33848)
H (3.70258, 0.20574, 1.17756)
H (1.77115, 1.54296, -0.60212)
O (-2.10989, -1.94827, -1.89854)
H (-2.68639, -1.14129, -1.99851)
H (-2.11522, -2.15820, -0.94366)
O (-0.98860, 1.51660, -1.72577)
H (-0.73174, 0.67282, -1.21923)
H (-1.64396, 1.83832, -1.06369)
O (-3.04255, -0.04093, 0.37739)
H (-3.19407, 0.74490, -0.01196)
H (-3.76257, -0.26500, 1.02377)

## Properties
Orbital gap: 9.75 eV

These are the natural (NBO) partial charges, in e, on atoms 1 to 4:
1 N -0.7849
2 C -0.3356
3 C 0.4046
4 O -0.5372

*ii*
A cluster of 4 separate species, C2H11NO4 in total. Source: the Open Molecules 2025 dataset; level of theory: wB97M-V/def2-TZVPD.

Geometry (Å):
C (-0.91081, 1.46225, 1.16434)
N (0.30513, 1.49295, 0.34251)
C (1.08696, 0.42029, 0.14766)
O (2.13509, 0.41918, -0.49715)
H (-1.28139, 0.45094, 1.18629)
H (-0.64422, 1.80146, 2.15041)
H (-1.73059, 2.02170, 0.69687)
H (0.65031, 2.32097, -0.10699)
H (0.87313, -0.42165, 0.83400)
O (-1.14136, -1.49150, -0.55854)
H (-0.17379, -1.58517, -0.58823)
H (-1.34343, -1.41712, -1.50116)
O (0.34214, 0.24358, -2.85449)
H (0.84045, -0.38216, -3.40484)
H (0.99518, 0.49082, -2.17739)
O (-1.01170, -1.76545, 2.44721)
H (-1.36134, -2.51493, 2.94358)
H (-1.22185, -2.00375, 1.53014)

## Properties
Orbital gap: 10.60 eV

These are the natural (NBO) partial charges, in e, on atoms 1 to 4:
1 C -0.4198
2 N -0.5958
3 C 0.5098
4 O -0.6633

*iii*
A cluster of 4 separate species, C2H11NO4 in total. Source: the Open Molecules 2025 dataset; level of theory: wB97M-V/def2-TZVPD.

Geometry (Å):
C (0.67700, -1.43052, 1.45547)
N (-0.61545, -1.21290, 0.79307)
C (-1.21854, -1.94139, -0.22064)
O (-2.25629, -1.52686, -0.76440)
H (0.41480, -1.94202, 2.47657)
H (1.31911, -2.09136, 0.84450)
H (1.12801, -0.42226, 1.67392)
H (-0.93538, -0.18226, 0.83679)
H (-0.74023, -2.96814, -0.56237)
O (2.02809, 1.84149, -1.20835)
H (1.41606, 2.17285, -1.84800)
H (1.83490, 0.88763, -1.26567)
O (-1.08912, 1.19998, -1.74997)
H (-1.45342, 0.28922, -1.65737)
H (-1.68521, 1.94898, -1.58010)
O (0.14892, 1.48117, 0.88882)
H (0.45179, 2.10640, 0.19425)
H (0.57495, 1.78999, 1.69349)

## Properties
Orbital gap: 10.05 eV

These are the natural (NBO) partial charges, in e, on atoms 1 to 4:
1 C -0.4220
2 N -0.6454
3 C 0.5231
4 O -0.6588

Here is how they stack up, most stable first: *ii*, *iii*, *i*.

*i*
A cluster of 2 separate species, C4H14NO in total. Source: the Open Molecules 2025 dataset; level of theory: wB97M-V/def2-TZVPD.

Geometry (Å):
C (0.23657, -0.52519, 0.00441)
C (0.93376, 0.59378, 0.81972)
C (1.82944, 1.38267, -0.16454)
C (1.09633, 2.30782, -1.11826)
N (-0.98086, -1.03379, 0.78576)
H (0.87946, -1.36298, -0.26038)
H (-0.08581, -0.12584, -0.94704)
H (1.55821, 0.12998, 1.58152)
H (0.15238, 1.22943, 1.22909)
H (2.38491, 0.65511, -0.75901)
H (2.50505, 1.94295, 0.48603)
H (0.21897, 2.80897, -0.69718)
H (1.70206, 3.12607, -1.50637)
H (0.73152, 1.69185, -1.94567)
H (-1.45568, -0.09135, 0.84758)
H (-1.72400, -1.61031, 0.33987)
H (-0.68278, -1.50582, 1.66172)
H (-3.23012, -3.40898, 0.63129)
H (-3.11588, -3.36004, -0.89543)
O (-2.95350, -2.84435, -0.09309)

## Properties
Spin multiplicity: 2
Orbital gap (alpha / beta): 4.08 / 12.40 eV
<S²>: 0.751

These are the natural (NBO) partial charges, in e, on atoms 1 to 4:
1 C -0.3004
2 C -0.4342
3 C -0.3989
4 C -0.6190

*ii*
A cluster of 2 separate species, C4H14NO in total. Source: the Open Molecules 2025 dataset; level of theory: wB97M-V/def2-TZVPD.

Geometry (Å):
C (0.66978, -0.22957, 0.29626)
C (0.04256, 1.03712, 0.83756)
C (1.09999, 2.13167, 0.52077)
C (-1.32438, 1.29647, 0.17731)
N (-0.04296, -1.54192, 0.61694)
H (0.92497, -0.26577, -0.75889)
H (1.63945, -0.43554, 0.75340)
H (-0.08757, 1.08419, 1.91698)
H (1.33163, 2.73075, 1.40040)
H (2.05089, 1.78287, 0.12536)
H (0.69804, 2.84274, -0.19484)
H (-1.34468, 1.03852, -0.88000)
H (-1.46991, 2.37363, 0.23606)
H (-2.12166, 0.75519, 0.66511)
H (-0.95251, -1.38363, 1.07388)
H (-0.18387, -2.08901, -0.25166)
H (0.62785, -2.21866, 1.06282)
H (-1.01785, -2.59643, -2.40858)
H (0.19324, -1.66333, -2.68447)
O (-0.28708, -2.12685, -1.98490)

## Properties
Spin multiplicity: 2
Orbital gap (alpha / beta): 3.78 / 12.32 eV
<S²>: 0.750

These are the natural (NBO) partial charges, in e, on atoms 1 to 4:
1 C -0.3283
2 C -0.2528
3 C -0.6088
4 C -0.6186

Here is how they stack up, most stable first: *i*, *ii*.

*i*
A cluster of 3 separate species, C3H12N4O in total. Source: the Open Molecules 2025 dataset; level of theory: wB97M-V/def2-TZVPD.

Geometry (Å):
H (1.99387, -1.07248, 1.12092)
N (2.10066, -0.67127, 0.19194)
C (1.56052, 0.44451, 0.01012)
C (1.58724, 1.10870, -1.31784)
H (1.01492, 1.01133, 0.78290)
H (2.15252, 0.51024, -2.02793)
H (2.03066, 2.10314, -1.23209)
H (0.56015, 1.22486, -1.66036)
H (-2.00518, 0.92588, 1.66313)
N (-1.47744, 0.15183, 2.07161)
N (-0.40573, 0.58762, 2.51068)
O (0.36443, -0.41598, 3.06848)
H (1.15260, 0.02658, 3.41350)
C (-1.28534, -1.25079, -0.89122)
N (-1.63889, -0.02643, -1.60326)
H (-0.24802, -1.48977, -1.10425)
H (-1.90841, -2.11666, -1.15447)
H (-1.38875, -1.06631, 0.18105)
H (-2.60627, 0.20262, -1.41669)
H (-1.55353, -0.18759, -2.60622)

## Properties
Orbital gap: 10.16 eV

These are the natural (NBO) partial charges, in e, on atoms 1 to 4:
1 H 0.3405
2 N -0.6445
3 C 0.1521
4 C -0.6916

*ii*
The molecule C3H12N4O. Source: the Open Molecules 2025 dataset; level of theory: wB97M-V/def2-TZVPD.

Geometry (Å):
C (-1.67835, -0.09973, -1.63757)
N (-0.89221, 0.43180, -0.53847)
N (-1.27553, 1.70526, -0.02849)
C (-0.52808, -0.65953, 0.71804)
O (-0.76490, -1.83624, 0.47338)
N (1.12404, -0.19837, 0.46012)
C (2.10415, -1.25369, 0.25320)
N (1.61520, 0.85077, 1.30297)
H (-1.39389, -1.14301, -1.77368)
H (-1.46061, 0.46100, -2.55154)
H (-2.75194, -0.03297, -1.42674)
H (-1.11732, 2.41453, -0.74031)
H (-2.27271, 1.70368, 0.18510)
H (-0.84519, -0.12137, 1.63248)
H (0.48595, 0.26830, -0.50756)
H (2.94432, -0.85211, -0.31400)
H (1.63681, -2.06065, -0.30636)
H (2.46733, -1.64308, 1.20941)
H (0.90097, 1.57389, 1.33506)
H (1.70197, 0.49150, 2.25497)

## Properties
Orbital gap: 9.19 eV

These are the natural (NBO) partial charges, in e, on atoms 1 to 4:
1 C -0.4319
2 N -0.4079
3 N -0.6775
4 C 0.4889

Here is how they stack up, most stable first: *i*, *ii*.

*i*
The molecule C18H22ClF2N3O4. Source: the Open Molecules 2025 dataset; level of theory: wB97M-V/def2-TZVPD.

Geometry (Å):
C (-3.08205, 0.35582, -1.39217)
N (-1.99767, -0.61663, -1.38858)
C (-0.65693, -0.06510, -1.21933)
C (-0.08775, 0.45807, -2.53771)
C (1.39022, 0.89718, -2.52625)
C (2.26733, 0.35667, -1.39898)
N (1.95830, 0.93111, -0.09739)
C (2.35867, 2.18292, 0.22912)
O (3.01317, 2.89860, -0.50115)
C (1.89430, 2.64139, 1.57080)
C (0.88309, 2.22996, 2.37021)
C (0.91985, 3.10249, 3.51146)
N (0.15144, 3.14883, 4.60682)
C (0.46585, 4.08867, 5.46056)
Cl (-0.50288, 4.18884, 6.90316)
C (1.51124, 5.01618, 5.31505)
C (2.30175, 4.96919, 4.18533)
C (1.97463, 3.97879, 3.27729)
O (2.57195, 3.70363, 2.09251)
C (-2.35761, -1.92221, -1.36840)
O (-3.53464, -2.25224, -1.32553)
C (-1.28324, -3.03737, -1.33818)
C (-0.94182, -3.30192, 0.13291)
O (-0.12535, -2.62000, -2.05868)
C (-1.89962, -4.26969, -2.01191)
C (-1.12867, -5.54335, -1.80727)
F (-1.66252, -6.53519, -2.56751)
F (0.18490, -5.39616, -2.22742)
H (-3.91521, -0.01977, -1.97831)
H (-3.44045, 0.55267, -0.37817)
H (-2.71915, 1.28556, -1.82639)
H (-0.73575, 0.73898, -0.48080)
H (-0.00638, -0.82799, -0.80932)
H (-0.20908, -0.35805, -3.25088)
H (-0.70654, 1.28159, -2.89876)
H (1.85028, 0.60706, -3.47239)
H (1.46276, 1.98545, -2.48022)
H (2.17986, -0.72727, -1.31177)
H (3.30856, 0.58762, -1.62684)
H (1.52875, 0.36265, 0.61025)
H (0.17805, 1.43761, 2.18188)
H (1.67877, 5.75101, 6.08768)
H (3.11763, 5.65929, 4.02220)
H (-1.81627, -3.67775, 0.66561)
H (-0.13126, -4.02717, 0.21410)
H (-0.61693, -2.38307, 0.62098)
H (0.37658, -3.41221, -2.28467)
H (-2.90738, -4.42044, -1.63014)
H (-1.97614, -4.08604, -3.08560)
H (-1.08665, -5.89821, -0.77719)

## Properties
Orbital gap: 9.11 eV

These are the natural (NBO) partial charges, in e, on atoms 1 to 4:
1 C -0.4087
2 N -0.4301
3 C -0.2118
4 C -0.4144

*ii*
The molecule C18H22ClF2N3O4. Source: the Open Molecules 2025 dataset; level of theory: wB97M-V/def2-TZVPD.

Geometry (Å):
C (-3.25083, 1.36051, -1.34531)
N (-2.24805, 0.31374, -1.47373)
C (-0.87129, 0.76967, -1.31432)
C (-0.30539, 1.38418, -2.59082)
C (1.11576, 1.93492, -2.47192)
C (2.13838, 0.98463, -1.84979)
N (2.04289, 0.89151, -0.40066)
C (2.51101, 1.87669, 0.40142)
O (3.05247, 2.88425, -0.00661)
C (2.27082, 1.64332, 1.85390)
C (1.37344, 0.87089, 2.50817)
C (1.60237, 1.11589, 3.90423)
N (1.00091, 0.62213, 4.99355)
C (1.46858, 1.06847, 6.13092)
Cl (0.72044, 0.45481, 7.57635)
C (2.51566, 1.99266, 6.28298)
C (3.13531, 2.50293, 5.16066)
C (2.64506, 2.03702, 3.95489)
O (3.05533, 2.36355, 2.70537)
C (-2.67794, -0.96336, -1.60933)
O (-3.86821, -1.24813, -1.58794)
C (-1.66928, -2.13660, -1.68265)
C (-1.36965, -2.51481, -0.22623)
O (-0.46684, -1.75548, -2.35511)
C (-2.33667, -3.27583, -2.45935)
C (-1.66248, -4.60987, -2.31107)
F (-2.21394, -5.50276, -3.17466)
F (-0.31940, -4.52893, -2.64443)
H (-4.23155, 0.95537, -1.56613)
H (-3.25219, 1.75954, -0.32750)
H (-3.02868, 2.17429, -2.03614)
H (-0.86885, 1.50919, -0.50597)
H (-0.26032, -0.06300, -0.99012)
H (-0.32915, 0.60576, -3.35595)
H (-0.96656, 2.18504, -2.92983)
H (1.46570, 2.20705, -3.46986)
H (1.12508, 2.85958, -1.88857)
H (2.01391, -0.02304, -2.25052)
H (3.14528, 1.32321, -2.09637)
H (1.73751, 0.03388, 0.02361)
H (0.62036, 0.23382, 2.07508)
H (2.81786, 2.28932, 7.27588)
H (3.94440, 3.21725, 5.22053)
H (-2.28381, -2.83244, 0.27724)
H (-0.63138, -3.31524, -0.16479)
H (-0.96763, -1.64958, 0.30308)
H (-0.01505, -2.57174, -2.60245)
H (-3.36809, -3.38324, -2.13082)
H (-2.34621, -3.01137, -3.51875)
H (-1.70909, -5.03961, -1.31016)

## Properties
Orbital gap: 9.11 eV

These are the natural (NBO) partial charges, in e, on atoms 1 to 4:
1 C -0.4153
2 N -0.4295
3 C -0.2124
4 C -0.4095

*iii*
The molecule C18H22ClF2N3O4. Source: the Open Molecules 2025 dataset; level of theory: wB97M-V/def2-TZVPD.

Geometry (Å):
C (0.47430, 1.09815, 1.98818)
N (-0.70299, 0.23662, 2.00879)
C (-0.52287, -1.07247, 1.39408)
C (-0.76141, -1.07600, -0.10933)
C (-0.51454, -2.45151, -0.72384)
C (0.95714, -2.77286, -0.96657)
N (1.60361, -1.82743, -1.86015)
C (2.33756, -0.79159, -1.38798)
O (2.55909, -0.59316, -0.20945)
C (2.98259, 0.03673, -2.44949)
C (3.25813, -0.20533, -3.74965)
C (3.89378, 0.99353, -4.23095)
N (4.36374, 1.31146, -5.44295)
C (4.89773, 2.50215, -5.53260)
Cl (5.51999, 2.96067, -7.09096)
C (5.00439, 3.43413, -4.48669)
C (4.51972, 3.10756, -3.23841)
C (3.95828, 1.84709, -3.13511)
O (3.41728, 1.26225, -2.03743)
C (-1.79059, 0.68939, 2.68416)
O (-1.78945, 1.76944, 3.26215)
C (-3.07946, -0.16741, 2.76992)
C (-3.00372, -0.97110, 4.07611)
O (-3.17067, -1.03774, 1.64920)
C (-4.25222, 0.81797, 2.76425)
C (-5.55360, 0.21719, 3.20299)
F (-6.56209, 1.10705, 3.00989)
F (-5.86708, -0.88885, 2.43252)
H (0.18273, 2.11092, 2.23991)
H (1.21566, 0.75701, 2.71547)
H (0.93256, 1.07018, 1.00014)
H (0.51239, -1.36073, 1.59856)
H (-1.16911, -1.80563, 1.86955)
H (-1.79470, -0.78128, -0.28741)
H (-0.12555, -0.32466, -0.58467)
H (-0.93977, -3.22924, -0.08157)
H (-1.04532, -2.52171, -1.67794)
H (1.51893, -2.75454, -0.03390)
H (1.05826, -3.77428, -1.38857)
H (1.37810, -1.85233, -2.83963)
H (3.06433, -1.10648, -4.30648)
H (5.46533, 4.39204, -4.67425)
H (4.57966, 3.78541, -2.39861)
H (-2.96186, -0.30640, 4.93831)
H (-3.87174, -1.62668, 4.16803)
H (-2.11075, -1.59444, 4.08876)
H (-4.07275, -1.38464, 1.62460)
H (-4.03230, 1.64744, 3.43545)
H (-4.37665, 1.22984, 1.75994)
H (-5.58405, -0.10572, 4.24363)

## Properties
Orbital gap: 8.97 eV

These are the natural (NBO) partial charges, in e, on atoms 1 to 4:
1 C -0.4163
2 N -0.4259
3 C -0.2126
4 C -0.4148

Here is how they stack up, most stable first: *iii*, *ii*, *i*.

*i*
A cluster of 2 separate species, C2H4FNO in total. Source: the Open Molecules 2025 dataset; level of theory: wB97M-V/def2-TZVPD.

Geometry (Å):
C (-1.28234, -0.22635, -0.20661)
N (-0.00516, -0.93482, -0.09335)
C (1.19934, -0.91485, -0.03538)
O (2.33058, -0.99901, 0.20605)
H (-1.16057, 0.76840, 0.23796)
H (-1.41481, 0.08202, -1.22420)
H (-1.94299, -0.97081, 0.17697)
F (0.98010, 2.01624, 0.28883)
H (1.29587, 1.17918, 0.64973)

## Properties
Orbital gap: 11.10 eV

These are the natural (NBO) partial charges, in e, on atoms 1 to 4:
1 C -0.4118
2 N -0.5401
3 C 0.8150
4 O -0.5336

*ii*
The molecule C2H4FNO. Source: the Open Molecules 2025 dataset; level of theory: wB97M-V/def2-TZVPD.

Geometry (Å):
N (-0.65268, 1.29421, -0.01446)
C (-0.60742, -0.14589, 0.05012)
O (-1.62485, -0.79296, -0.07748)
C (0.82729, -0.76919, 0.10547)
F (1.75130, 0.23696, -0.11174)
H (-1.53681, 1.71184, 0.02316)
H (0.20145, 1.71041, 0.32528)
H (0.86138, -1.14685, 1.10807)
H (0.96062, -1.63327, -0.66326)

## Properties
Orbital gap: 11.07 eV

These are the natural (NBO) partial charges, in e, on atoms 1 to 4:
1 N -0.8439
2 C 0.6392
3 O -0.5881
4 C -0.0465

Here is how they stack up, most stable first: *ii*, *i*.